# C7H6EuO5

A structure of composition C7H6EuO5 in a non-equilibrium geometry (ωB97M-V with the def2-TZVPD basis set, the Open Molecules 2025 dataset).

Structure (XYZ):
```
19
Properties=species:S:1:pos:R:3
O 0.038 -3.542 -0.015
C 0.022 -2.383 -0.132
Eu 0.014 0.000 0.186
O -2.983 -0.030 -1.719
C -1.978 -0.020 -1.186
C 1.971 0.020 -1.182
O 2.978 0.030 -1.716
C -0.023 2.383 -0.131
O -0.038 3.542 -0.012
C 1.153 -0.740 4.148
C 0.001 -0.001 3.641
C -1.152 0.739 4.150
O -0.008 0.005 2.363
H 0.964 -0.618 5.198
H 2.076 -0.272 3.762
H 1.112 -1.775 3.765
H -1.111 1.775 3.771
H -2.075 0.270 3.768
H -0.962 0.617 5.187
```

Properties
Net charge = +2
Spin multiplicity = 8
Relative energy (zero: lowest compared OMol25 entry of this formula, charge and spin) = 0.000 eV
⟨S²⟩ = 15.760
Frontier orbital gap (spin up / spin down) = 7.61 / 9.38 eV

Here are the Mulliken charges for atoms 1 to 4, given in e: O -0.084; C 0.216; Eu 1.256; O -0.040

# C7H6F4O3

An isolated molecule of C7H6F4O3 in a non-equilibrium geometry (ωB97M-V with the def2-TZVPD basis set, the Open Molecules 2025 dataset).

Structure (XYZ):
```
20
Properties=species:S:1:pos:R:3
C 0.191 1.958 1.837
C -1.195 2.371 -0.024
C 0.106 0.521 1.347
C -0.404 1.184 -0.579
C 1.388 -0.261 1.372
C -1.337 0.334 -1.366
C -1.111 -0.244 1.769
O 0.967 2.408 2.582
O -2.162 2.846 -0.495
O -0.740 2.751 1.193
F 0.765 1.435 -1.265
F -2.257 0.443 1.670
F -1.209 -1.401 1.118
F -0.856 -0.530 3.114
H 1.204 -0.943 0.646
H 1.590 -0.544 2.420
H 2.261 0.505 1.114
H -1.018 -0.782 -1.509
H -1.447 0.819 -2.465
H -2.392 0.265 -0.967
```

Properties
Spin multiplicity = 1
Relative energy (zero: lowest compared OMol25 entry of this formula, charge and spin) = 1.451 eV
Frontier orbital gap = 10.58 eV

Here are the Mulliken charges for atoms 1 to 4, given in e: C 0.264; C 0.313; C 0.637; C 1.076

# C7H6F6NaO6Sb

A structure of composition C7H6F6NaO6Sb (ωB97M-V with the def2-TZVPD basis set, the Open Molecules 2025 dataset).

Structure (XYZ):
```
27
Properties=species:S:1:pos:R:3
Na -0.750 0.476 0.195
O 3.362 3.464 -3.448
C 2.606 2.811 -2.779
C 1.337 2.092 -3.251
O 0.929 2.030 -4.384
C 0.695 1.461 -2.040
C 1.485 1.867 -0.824
O 1.137 1.658 0.334
C 2.756 2.549 -1.275
O 3.696 2.817 -0.571
O -0.281 0.721 -2.015
F -1.356 1.056 2.149
Sb -3.231 0.671 1.922
F -3.583 2.505 1.716
F -2.839 0.560 0.047
F -5.023 0.232 1.608
F -2.758 -1.171 2.004
F -3.513 0.732 3.773
C 1.033 -1.133 2.812
C 0.932 -1.944 1.540
O -0.209 -1.575 0.747
H 1.889 -1.496 3.393
H 0.136 -1.232 3.429
H 1.178 -0.070 2.614
H 0.895 -3.015 1.743
H 1.791 -1.779 0.892
H -1.023 -1.816 1.215
```

Properties
Net charge = -1
Spin multiplicity = 2
⟨S²⟩ = 0.767
Frontier orbital gap (spin up / spin down) = 7.66 / 6.96 eV

Here are the Mulliken charges for atoms 1 to 4, given in e: Na 1.084; O -0.562; C 0.409; C 0.090

# C7H6GdNO7

A structure of composition C7H6GdNO7 in a non-equilibrium geometry (ωB97M-V with the def2-TZVPD basis set, the Open Molecules 2025 dataset).

Structure (XYZ):
```
22
Properties=species:S:1:pos:R:3
O -1.221 -1.156 -2.532
C -0.132 -0.658 -3.238
Gd -0.002 -1.195 -0.637
O -3.646 -2.588 -1.017
C -2.616 -2.354 -0.567
C 0.178 0.662 -2.657
O 0.997 1.513 -2.946
C -1.046 1.020 -1.520
O -1.892 1.758 -1.931
C 0.959 -1.836 -2.901
O 1.323 -2.752 -3.564
H -0.202 -0.355 -4.338
N 0.276 0.872 3.791
C 1.321 1.116 2.742
C 0.839 0.390 1.486
O 1.483 0.381 0.383
O -0.294 -0.211 1.607
H -0.336 1.690 3.863
H 0.648 0.732 4.735
H -0.313 0.076 3.493
H 1.426 2.198 2.614
H 2.250 0.696 3.133
```

Properties
Net charge = +2
Spin multiplicity = 8
Relative energy (zero: lowest compared OMol25 entry of this formula, charge and spin) = 0.081 eV
⟨S²⟩ = 16.828
Frontier orbital gap (spin up / spin down) = 6.98 / 5.31 eV

Here are the Mulliken charges for atoms 1 to 4, given in e: O -0.562; C 0.120; Gd 1.064; O -0.096

# C7H6IN2O2

The ion C7H6IN2O2 with charge +1 in a non-equilibrium geometry (ωB97M-V with the def2-TZVPD basis set, the Open Molecules 2025 dataset).

Structure (XYZ):
```
18
Properties=species:S:1:pos:R:3
C -0.228 1.202 -1.118
C -1.348 1.059 -1.948
C -0.089 0.121 -0.215
C -1.197 -0.709 -0.331
C 1.065 -0.368 0.678
C -2.154 -0.102 -1.592
C 2.808 0.256 2.032
N -2.151 -2.574 0.790
N -1.613 -1.776 0.253
O 1.196 -1.487 1.025
O 1.813 0.592 1.102
I -4.049 0.676 -0.899
H 0.488 2.082 -1.126
H -1.542 1.620 -2.903
H -2.184 -0.783 -2.456
H 2.811 -0.873 1.900
H 2.563 0.404 3.074
H 3.809 0.662 1.735
```

Properties
Structure (SMILES) = COC(=O)C1=C([N+]#N)[C@@H](I)C=C1
Net charge = +1
Spin multiplicity = 1
Relative energy (zero: lowest compared OMol25 entry of this formula, charge and spin) = 0.300 eV
Frontier orbital gap (spin up / spin down) = 7.30 / 7.30 eV

Here are the Mulliken charges for atoms 1 to 4, given in e: C -0.486; C -0.484; C 0.213; C 0.123

# C7H6MnN2O7P2S3

A structure of composition C7H6MnN2O7P2S3 (ωB97M-V with the def2-TZVPD basis set, the Open Molecules 2025 dataset).

Structure (XYZ):
```
28
Properties=species:S:1:pos:R:3
Mn 0.644 -0.450 -0.184
O 3.800 -0.014 0.621
P 3.093 -1.269 1.243
O 3.546 -1.824 2.489
O 1.545 -0.764 1.243
O 3.028 -2.336 -0.009
P 1.912 -2.287 -1.132
O 2.440 -3.065 -2.334
O 0.543 -2.475 -0.503
O 1.768 -0.753 -1.555
H 4.756 0.025 0.785
H 2.345 -4.025 -2.445
S -4.604 0.425 1.893
C -3.557 0.693 0.864
S -2.438 1.061 -0.287
S -1.476 -0.816 -0.387
N 2.344 4.457 -3.706
C 2.022 4.002 -2.703
C 1.602 3.429 -1.455
C 1.468 4.197 -0.302
C 1.063 3.579 0.873
C 0.802 2.227 0.860
N 0.931 1.489 -0.261
C 1.333 2.070 -1.400
H 1.686 5.256 -0.329
H 0.963 4.136 1.793
H 0.507 1.699 1.758
H 1.454 1.441 -2.270
```

Properties
Net charge = +2
Spin multiplicity = 2
⟨S²⟩ = 1.167
Frontier orbital gap (spin up / spin down) = 6.42 / 7.28 eV

Here are the Mulliken charges for atoms 1 to 4, given in e: Mn 0.295; O -0.424; P 0.962; O -0.559

# C7H6N3

The ion C7H6N3 with charge +1 in a non-equilibrium geometry (ωB97M-V with the def2-TZVPD basis set, the Open Molecules 2025 dataset).

Structure (XYZ):
```
16
Properties=species:S:1:pos:R:3
C -0.375 2.053 -1.233
C -0.102 -1.542 0.948
C -1.064 0.234 0.383
C 0.285 0.192 -0.196
C -1.600 2.318 -0.836
C -1.971 1.249 0.099
C 2.189 -1.434 -0.049
N -1.224 -0.937 1.079
N 0.420 1.114 -1.108
N 0.830 -0.990 0.126
H 0.157 -2.523 1.264
H -2.090 3.239 -0.864
H -2.879 1.514 0.658
H 2.212 -2.522 -0.093
H 2.549 -0.933 -0.973
H 2.662 -1.032 0.792
```

Properties
Structure (SMILES) = Cn1cnc2ccc#[n+]c21
Net charge = +1
Spin multiplicity = 1
Relative energy (zero: lowest compared OMol25 entry of this formula, charge and spin) = 1.068 eV
Frontier orbital gap = 7.97 eV

Here are the Mulliken charges for atoms 1 to 4, given in e: C 0.280; C -0.110; C 0.594; C 0.322

# C7H6N3O2P3

A structure of composition C7H6N3O2P3 in a non-equilibrium geometry (ωB97M-V with the def2-TZVPD basis set, the Open Molecules 2025 dataset).

Structure (XYZ):
```
21
Properties=species:S:1:pos:R:3
C -1.397 -1.503 0.639
C -0.964 -0.201 1.034
C -0.927 -2.034 -0.524
C 0.095 0.359 0.364
C -0.092 -1.213 -1.332
C 0.595 -0.087 -0.872
C 3.053 2.610 -0.779
N 0.141 3.279 -4.558
N 0.225 2.922 -1.820
N 2.290 2.135 -3.546
O 3.029 3.332 0.166
O 1.404 0.526 -1.686
P 1.531 2.537 -4.929
P -0.596 3.519 -3.122
P 1.594 2.117 -2.079
H -1.989 -1.976 1.295
H -1.253 0.118 2.060
H -1.295 -2.973 -0.981
H 0.294 1.438 0.784
H 0.150 -1.702 -2.327
H 3.883 1.825 -1.085
```

Properties
Spin multiplicity = 1
Frontier orbital gap = 7.80 eV

Here are the Mulliken charges for atoms 1 to 4, given in e: C -0.241; C -0.792; C -0.698; C 0.278

# C7H6N3OS

The ion C7H6N3OS with charge +1 in a non-equilibrium geometry (ωB97M-V with the def2-TZVPD basis set, the Open Molecules 2025 dataset).

Structure (XYZ):
```
18
Properties=species:S:1:pos:R:3
C 2.604 -1.267 -1.707
C 2.417 -2.065 -0.542
C -0.886 1.930 2.714
C -0.412 0.356 1.342
C 0.197 -0.677 0.749
C -1.716 1.035 0.900
C -2.818 0.394 -1.196
N -0.131 0.943 2.530
N -2.410 0.802 -0.094
N 1.836 -0.273 -1.981
O -1.913 2.058 1.821
S 1.310 -1.884 0.722
H 3.380 -1.626 -2.286
H 3.258 -2.680 -0.161
H -0.930 2.570 3.544
H -2.442 0.827 -2.161
H -3.250 -0.594 -1.294
H 1.906 0.151 -2.900
```

Properties
Net charge = +1
Spin multiplicity = 1
Relative energy (zero: lowest compared OMol25 entry of this formula, charge and spin) = 2.532 eV
Frontier orbital gap (spin up / spin down) = 6.68 / 6.63 eV

Here are the Mulliken charges for atoms 1 to 4, given in e: C -0.038; C -0.291; C 0.011; C 0.938

# C7H6N4S

An isolated molecule of C7H6N4S in a non-equilibrium geometry (ωB97M-V with the def2-TZVPD basis set, the Open Molecules 2025 dataset).

Structure (XYZ):
```
18
Properties=species:S:1:pos:R:3
C 2.567 -1.202 0.483
C -1.393 -1.723 -0.292
C 0.626 -0.358 -0.962
C 0.760 -0.011 1.545
C 1.327 -0.541 0.376
C -0.926 -0.416 -0.769
C -1.101 0.612 0.332
N 3.554 -1.787 0.675
N -1.869 -2.676 0.153
N -0.481 0.656 1.475
N -2.041 1.604 0.326
S 0.728 1.409 -1.402
H 1.089 -1.012 -1.827
H 1.185 0.018 2.548
H -1.624 -0.113 -1.655
H -1.802 2.425 0.925
H -2.667 1.678 -0.490
H 2.070 1.438 -1.442
```

Properties
Structure (SMILES) = N#CC1=CN=C(N)[C@H](C#N)[C@H]1S
Spin multiplicity = 1
Relative energy (zero: lowest compared OMol25 entry of this formula, charge and spin) = 2.424 eV
Frontier orbital gap = 8.31 eV

Here are the Mulliken charges for atoms 1 to 4, given in e: C 0.006; C -0.054; C -0.033; C -0.339

# C7H6N4S

A structure of composition C7H6N4S in a non-equilibrium geometry (ωB97M-V with the def2-TZVPD basis set, the Open Molecules 2025 dataset).

Structure (XYZ):
```
18
Properties=species:S:1:pos:R:3
C 3.282 0.628 0.208
C -0.379 -2.013 -0.462
C 1.248 -0.232 -0.946
C 0.972 0.882 1.192
C 1.856 0.390 0.108
C -0.237 -0.624 -0.917
C -0.914 0.388 0.048
N 4.427 0.682 0.100
N -0.394 -3.143 -0.304
N -0.287 0.845 1.138
N -2.474 -0.336 0.935
S -1.750 1.843 -0.843
H 1.867 -0.690 -1.800
H 1.418 1.381 2.066
H -0.591 -0.663 -1.951
H -3.251 -0.114 0.303
H -2.369 -1.312 0.975
H -2.423 2.089 0.150
```

Properties
Spin multiplicity = 3
Relative energy (zero: lowest compared OMol25 entry of this formula, charge and spin) = 3.312 eV
⟨S²⟩ = 2.020
Frontier orbital gap (spin up / spin down) = 6.47 / 5.50 eV

Here are the Mulliken charges for atoms 1 to 4, given in e: C -0.038; C -0.107; C -0.480; C -0.413

# C7H6N6PbS3

A structure of composition C7H6N6PbS3 in a non-equilibrium geometry (ωB97M-V with the def2-TZVPD basis set, the Open Molecules 2025 dataset).

Structure (XYZ):
```
23
Properties=species:S:1:pos:R:3
Pb 0.080 -1.654 0.662
C 4.371 1.281 -0.564
C 3.033 0.985 -1.196
N 2.772 0.594 -2.385
N 1.413 0.560 -2.446
C 0.791 0.955 -1.325
S -0.798 0.670 -1.001
N 1.793 1.180 -0.439
N 1.431 1.106 0.963
H 4.186 1.481 0.498
H 4.898 2.050 -1.198
H 4.952 0.302 -0.666
H 1.031 -0.055 -3.253
H 2.243 1.240 1.495
H 0.681 1.855 1.162
S -1.904 -1.295 2.607
C -2.884 -1.931 1.329
S -2.291 -3.082 0.107
C -4.281 -1.662 1.276
C -5.261 -1.994 0.315
N -5.934 -2.101 -0.601
C -4.906 -0.671 2.046
N -5.417 0.189 2.614
```

Properties
Net charge = +2
Spin multiplicity = 1
Frontier orbital gap (spin up / spin down) = 3.84 / 4.76 eV

Here are the Mulliken charges for atoms 1 to 4, given in e: Pb 0.897; C -0.845; C 0.608; N -0.549